{
  "formula": "C27H32Cl28NO2",
  "method": "the ωB97M-V functional and the def2-TZVPD basis",
  "species": ["Cl", "Cl", "Cl", "Cl", "Cl", "Cl", "Cl", "Cl", "Cl", "Cl", "Cl", "Cl", "Cl", "Cl", "Cl", "Cl", "Cl", "Cl", "Cl", "Cl", "Cl", "Cl", "Cl", "Cl", "Cl", "Cl", "Cl", "Cl", "O", "O", "N", "C", "C", "C", "C", "C", "C", "C", "C", "C", "C", "C", "C", "C", "C", "C", "C", "C", "C", "C", "C", "C", "C", "C", "C", "C", "C", "C", "H", "H", "H", "H", "H", "H", "H", "H", "H", "H", "H", "H", "H", "H", "H", "H", "H", "H", "H", "H", "H", "H", "H", "H", "H", "H", "H", "H", "H", "H", "H", "H"],
  "coordinates": [[-4.82, -0.23, 2.55], [-10.14, 2.76, 1.94], [3.72, 7.14, 1.14], [-3.58, 2.02, 3.88], [-0.58, 8.87, -1.99], [-2.07, 0.45, 1.97], [-8.33, 3.51, -0.18], [2.83, 4.75, -0.23], [2.00, -3.03, -7.93], [-6.17, -3.97, -0.50], [-7.39, 1.86, 2.00], [0.44, -1.46, -6.07], [-5.80, -5.85, 1.67], [-3.16, 9.61, -0.89], [-0.14, -1.33, -8.90], [-5.30, 0.69, -6.09], [-2.88, -0.29, -4.84], [-3.25, -0.59, -7.68], [-4.85, -2.16, -5.85], [-3.83, -3.78, 1.20], [1.52, 5.59, 2.21], [-0.76, -3.73, -7.40], [-4.21, 2.18, 1.07], [-6.44, -3.09, 2.25], [-8.01, 4.65, 2.46], [1.16, 7.11, -0.22], [-2.95, 8.76, -3.65], [-2.59, 6.84, -1.52], [-0.31, 0.34, -3.15], [1.69, -2.42, 2.59], [0.30, -0.61, -2.50], [-1.93, -0.78, -1.21], [5.77, -3.52, 4.12], [2.31, 6.15, 0.72], [0.38, -2.39, -7.57], [4.22, -3.25, 3.91], [4.55, 0.69, 3.54], [-4.07, -0.58, -6.11], [4.90, -0.70, 3.88], [0.01, -2.47, -0.74], [2.12, -1.05, -0.74], [3.92, -1.75, 3.56], [-3.67, 1.11, 2.37], [-5.56, -4.17, 1.16], [2.34, -0.05, 2.66], [2.63, -1.46, 2.93], [1.78, -2.81, 1.20], [3.27, 1.04, 2.95], [-0.65, -1.52, -1.81], [2.82, 2.50, 2.61], [-8.47, 3.20, 1.56], [-1.23, -2.48, -2.95], [3.53, -3.50, 5.32], [0.79, 1.13, -0.66], [-2.32, 8.52, -2.01], [1.06, -1.79, 0.21], [1.32, -0.01, -1.61], [2.39, 0.68, -2.56], [-0.80, -2.91, -0.10], [-0.01, 0.83, 0.05], [4.00, -4.37, 5.87], [2.41, -3.60, 5.23], [5.30, 1.47, 3.78], [-1.78, 0.31, -1.03], [1.94, 1.66, -2.89], [2.48, 3.04, 3.53], [2.53, -1.86, -1.40], [-2.34, -1.30, -0.30], [-2.75, -0.86, -1.98], [-2.09, -3.05, -2.49], [3.34, 0.91, -2.02], [1.93, 2.40, 1.93], [5.92, -4.63, 4.10], [1.68, 1.52, -0.08], [-0.40, -3.16, -3.26], [3.59, 3.06, 2.04], [3.69, -2.57, 5.93], [1.35, -3.84, 1.13], [3.81, -3.91, 3.10], [-1.56, -1.83, -3.80], [0.50, -1.07, 0.87], [6.38, -3.06, 3.30], [0.49, -3.35, -1.25], [1.36, 0.25, 2.21], [2.91, -0.58, -0.10], [6.09, -3.13, 5.13], [2.54, 0.09, -3.50], [5.89, -0.91, 4.33], [2.86, -2.85, 0.92], [0.46, 2.00, -1.30]],
  "lowdin_spin": [0.000, 0.000, 0.000, 0.000, 0.000, 0.000, 0.000, 0.000, 0.000, 0.000, 0.000, 0.001, 0.000, 0.000, 0.000, 0.000, -0.001, 0.000, 0.000, 0.000, 0.000, 0.000, 0.000, 0.000, 0.000, 0.000, 0.000, 0.000, 0.541, 0.000, 0.351, 0.015, 0.000, 0.000, 0.000, 0.000, 0.000, 0.000, 0.000, 0.001, 0.000, 0.000, 0.000, 0.000, 0.000, 0.000, 0.000, 0.000, 0.030, 0.000, 0.000, 0.008, 0.000, 0.016, 0.000, 0.000, 0.028, 0.003, 0.000, 0.000, 0.000, 0.000, 0.000, 0.002, 0.000, 0.000, 0.001, 0.000, 0.001, 0.000, 0.000, 0.000, 0.000, 0.001, 0.001, 0.000, 0.000, 0.000, 0.000, 0.000, 0.000, 0.000, 0.000, 0.000, 0.000, 0.000, 0.000, 0.000, 0.000, 0.003],
  "e_lumo_ha": [-0.00015, -0.01248],
  "spin_multiplicity": 2,
  "homo_ev": [-8.64, -8.64],
  "energy_ev": -384725.058,
  "orbital_gap_ev": [8.64, 8.30],
  "molar_mass_g_mol": 1395.242,
  "s_squared": 0.754
}



{
  "formula": "C27H32ClHoN3O6",
  "method": "the ωB97M-V functional and the def2-TZVPD basis",
  "species": ["Ho", "Cl", "O", "O", "O", "O", "O", "O", "N", "N", "N", "C", "C", "C", "C", "C", "C", "C", "C", "C", "C", "C", "C", "C", "C", "C", "C", "C", "C", "C", "C", "C", "C", "C", "C", "C", "C", "C", "H", "H", "H", "H", "H", "H", "H", "H", "H", "H", "H", "H", "H", "H", "H", "H", "H", "H", "H", "H", "H", "H", "H", "H", "H", "H", "H", "H", "H", "H", "H", "H"],
  "coordinates": [[0.31, 0.02, 0.40], [2.29, -0.06, -1.21], [0.33, 4.01, -1.29], [1.36, -0.87, 9.09], [-0.70, -0.21, 9.56], [0.23, -4.02, -1.24], [-1.27, 0.20, 2.27], [0.93, 0.00, 2.53], [0.14, 2.34, 0.16], [0.22, -0.46, 8.74], [0.07, -2.31, 0.18], [-0.30, -0.03, 4.54], [-0.27, 0.07, 3.05], [-1.21, 0.14, 6.78], [0.57, 3.85, 2.09], [-0.34, 2.94, -0.91], [-1.70, -1.21, -3.81], [0.42, -3.78, 2.16], [1.03, -3.25, 0.86], [-1.72, -2.46, -4.65], [2.34, -2.57, 1.22], [-1.67, 1.25, -2.40], [2.42, 2.51, 1.18], [0.01, -0.29, 7.33], [-1.69, -1.22, -2.41], [-1.38, 0.25, 5.40], [-1.70, 2.52, -4.62], [1.19, -4.34, -0.18], [1.14, 3.25, 0.81], [0.91, -0.47, 5.10], [-1.73, 0.01, -1.73], [-1.68, 1.26, -3.80], [-0.42, -2.92, -0.88], [1.34, 4.31, -0.27], [-1.61, 2.56, -1.62], [-1.60, 0.03, -4.45], [1.07, -0.59, 6.47], [-1.66, -2.54, -1.64], [3.03, -3.33, 1.62], [0.15, -2.96, 2.84], [-2.59, 3.13, -4.43], [-1.86, 3.40, -2.29], [2.83, 2.00, 0.30], [-2.01, 0.39, 7.48], [-1.89, 0.01, -0.63], [2.22, 1.76, 1.96], [-0.84, -3.09, -4.49], [-2.46, -2.47, -0.88], [1.36, 4.42, 2.60], [-1.71, 2.29, -5.68], [-2.38, 2.49, -0.83], [-0.47, -4.39, 1.95], [1.17, -4.41, 2.66], [2.34, 4.25, -0.73], [-1.88, -3.36, -2.33], [2.02, -0.92, 6.89], [1.16, 5.34, 0.08], [0.22, 3.06, 2.78], [3.14, 3.24, 1.57], [-2.61, -3.08, -4.47], [1.77, -0.70, 4.47], [-1.74, -2.22, -5.71], [-0.27, 4.53, 1.87], [2.20, -1.80, 1.99], [2.78, -2.09, 0.33], [2.20, -4.35, -0.64], [-1.46, 0.03, -5.54], [0.96, -5.35, 0.18], [-2.34, 0.56, 4.99], [-0.82, 3.14, -4.44]],
  "nbo_charge": [1.228, -0.715, -0.485, -0.569, -0.559, -0.485, -0.761, -0.851, -0.584, 0.408, -0.584, -0.200, 0.762, -0.245, -0.608, 0.625, -0.015, -0.609, 0.071, -0.637, -0.643, -0.005, -0.648, 0.028, 0.004, -0.211, -0.639, -0.081, 0.070, -0.201, -0.170, -0.005, 0.626, -0.080, -0.494, -0.177, -0.241, -0.494, 0.205, 0.250, 0.217, 0.241, 0.252, 0.228, 0.213, 0.266, 0.228, 0.256, 0.211, 0.218, 0.258, 0.199, 0.212, 0.200, 0.242, 0.236, 0.192, 0.249, 0.206, 0.217, 0.223, 0.218, 0.198, 0.261, 0.251, 0.200, 0.200, 0.192, 0.211, 0.228],
  "e_lumo_ha": [0.07216, 0.07216],
  "spin_multiplicity": 5,
  "charge": -1,
  "homo_ev": [-1.70, -3.06],
  "energy_ev": -83596.039,
  "orbital_gap_ev": [3.66, 5.03],
  "molar_mass_g_mol": 694.951,
  "s_squared": 6.037
}



{
  "formula": "C27H32ClN3O4",
  "method": "the ωB97M-V functional and the def2-TZVPD basis",
  "species": ["Cl", "O", "O", "O", "O", "N", "N", "N", "C", "C", "C", "C", "C", "C", "C", "C", "C", "C", "C", "C", "C", "C", "C", "C", "C", "C", "C", "C", "C", "C", "C", "C", "C", "C", "C", "H", "H", "H", "H", "H", "H", "H", "H", "H", "H", "H", "H", "H", "H", "H", "H", "H", "H", "H", "H", "H", "H", "H", "H", "H", "H", "H", "H", "H", "H", "H", "H"],
  "coordinates": [[6.12, -1.55, -0.41], [-0.81, -3.21, -1.89], [-2.61, -2.94, 0.32], [1.40, 0.08, -2.26], [-1.22, 0.89, 3.55], [0.91, 2.02, -1.31], [-2.31, 2.67, -1.37], [0.45, 0.98, 2.04], [1.78, 1.05, -1.40], [1.43, -1.98, 0.68], [3.03, 0.95, -0.67], [-1.28, -2.63, 0.47], [0.20, 0.48, -2.74], [1.10, -1.20, 3.05], [3.37, 1.94, 0.25], [3.88, -0.13, -0.88], [1.43, 0.30, 2.86], [-0.43, -2.80, -0.63], [-1.91, -4.07, -2.04], [-2.83, 1.42, -0.86], [-0.82, 1.17, 2.44], [-1.15, 3.09, 0.81], [-2.08, 3.62, -0.30], [-1.73, 1.79, 1.38], [0.60, -1.80, 1.78], [4.55, 1.85, 0.96], [-0.74, -2.14, 1.66], [-3.44, -2.92, 1.46], [-0.50, -0.40, -3.71], [-1.99, 0.79, 0.25], [5.40, 0.77, 0.77], [-1.30, 2.57, -2.40], [0.91, -2.47, -0.50], [5.06, -0.21, -0.16], [-0.11, 1.68, -2.16], [1.99, -1.71, 3.40], [-2.94, 0.72, -1.69], [2.70, 2.78, 0.40], [1.46, 0.78, 3.84], [2.48, -1.73, 0.75], [-3.54, -1.91, 1.88], [-1.87, -4.91, -1.34], [-0.93, 3.58, -2.59], [-0.64, -1.39, -3.27], [0.10, -0.51, -4.61], [-1.80, 2.21, -3.31], [4.81, 2.61, 1.68], [-1.46, 0.03, -3.97], [-1.84, -4.46, -3.06], [1.54, -2.61, -1.36], [0.32, -1.28, 3.82], [-1.04, 0.43, -0.16], [2.40, 0.41, 2.37], [-1.66, 4.53, -0.73], [-2.86, -3.54, -1.92], [3.62, -0.89, -1.60], [-0.17, 2.92, 0.38], [-4.41, -3.26, 1.12], [-2.52, -0.08, 0.64], [-1.38, -1.99, 2.51], [-2.68, 2.02, 1.87], [6.32, 0.69, 1.32], [-3.07, -3.59, 2.24], [0.69, 1.13, 1.07], [-1.07, 3.84, 1.60], [-3.06, 3.86, 0.13], [-3.83, 1.63, -0.46]],
  "nbo_charge": [0.012, -0.531, -0.514, -0.407, -0.643, -0.480, -0.446, -0.640, 0.455, -0.244, -0.024, 0.232, 0.283, -0.438, -0.213, -0.240, -0.210, 0.295, -0.241, -0.218, 0.705, -0.427, -0.210, -0.321, -0.001, -0.193, -0.290, -0.251, -0.674, -0.408, -0.231, -0.230, -0.242, -0.025, 0.038, 0.216, 0.197, 0.241, 0.215, 0.214, 0.181, 0.179, 0.216, 0.258, 0.227, 0.200, 0.225, 0.228, 0.186, 0.223, 0.229, 0.205, 0.203, 0.199, 0.188, 0.241, 0.229, 0.199, 0.214, 0.230, 0.219, 0.231, 0.181, 0.409, 0.211, 0.188, 0.192],
  "e_lumo_ha": 0.00447,
  "smiles": "COc1ccc(CCNC(=O)C2CCN(Cc3nc(-c4cccc(Cl)c4)oc3C)CC2)cc1OC",
  "spin_multiplicity": 1,
  "homo_ev": -8.11,
  "energy_ev": -53701.763,
  "orbital_gap_ev": 8.23,
  "molar_mass_g_mol": 498.023
}